# 1
46
Properties=species:S:1:pos:R:3 method="wB97M-V/def2-TZVPD" total_charge=+1 molar_mass_g_mol=391.5 orbital_gap_ev=7.519 e_tot_ha=-1853.90161 de_lowest_kcal_mol=0.0
Ca -1.67497 0.32140 -0.81055
C 2.48385 -1.28874 -1.71762
C 1.01084 -1.12637 -1.56769
N 0.40087 -0.01673 -1.47644
N 1.07202 1.19781 -1.44930
C 0.20214 2.18477 -1.64808
O -1.05620 2.04252 -1.89652
C 0.76211 3.56285 -1.56624
C -0.10391 4.64790 -1.60696
C 0.39613 5.94032 -1.53200
C 1.76348 6.15157 -1.42365
C 2.63334 5.06766 -1.38379
C 2.13385 3.77675 -1.45178
C 0.08945 -2.32353 -1.57288
C 0.60217 -3.60417 -1.67675
C -0.26554 -4.68795 -1.71633
C -1.62705 -4.46010 -1.65937
C -2.06180 -3.14677 -1.55694
N -1.24323 -2.09602 -1.49760
H 2.96423 -0.31598 -1.69287
H 2.72484 -1.77592 -2.66598
H 2.89788 -1.91335 -0.92215
H -1.16600 4.47263 -1.70450
H -0.28288 6.78248 -1.56433
H 2.15309 7.16107 -1.37612
H 3.70040 5.23168 -1.30249
H 2.79986 2.92643 -1.42150
H 1.67073 -3.75626 -1.73934
H 0.12292 -5.69574 -1.80282
H -2.34522 -5.26713 -1.70831
H -3.12427 -2.93053 -1.51403
C -0.88646 -1.73494 4.86548
N -1.08297 -1.07439 3.58589
C -1.23212 0.36538 3.40373
C -1.46675 0.42286 1.91896
O -1.61076 1.44328 1.24086
N -1.48700 -0.83240 1.36986
C -1.27095 -1.66790 2.40493
N -1.24304 -2.98916 2.24988
H -0.31502 -1.07346 5.51187
H -0.29126 -2.63732 4.73376
H -1.83224 -1.97836 5.34926
H -0.32781 0.91078 3.67411
H -2.07873 0.77313 3.95698
H -1.38066 -3.37750 1.33165
H -1.12736 -3.61256 3.02765


# 2
27
Properties=species:S:1:pos:R:3 method="wB97M-V/def2-TZVPD" molar_mass_g_mol=142.3 orbital_gap_ev=10.037 e_tot_ha=-605.03007 smiles="CC[SiH](C=C(C)C)CC" de_lowest_kcal_mol=27.5
C -0.62208 -2.39120 0.68600
C -0.34656 -1.82365 -0.73734
Si -0.47034 0.03141 -0.85967
C 0.71021 1.24926 0.24313
C 1.95480 1.01182 0.51368
C 2.65866 2.18276 1.21242
C 2.78877 -0.24053 0.22416
C -2.20088 0.76367 -0.44133
C -3.47380 0.20232 -1.08170
H 0.13585 -2.00820 1.26037
H -1.61766 -2.09133 1.08084
H -0.62302 -3.53101 0.68614
H -1.03735 -2.33013 -1.45684
H 0.66803 -2.09449 -1.00893
H -0.10474 0.35982 -2.34080
H 0.25687 2.21582 0.42567
H 2.03305 3.06099 1.09440
H 2.58411 1.72384 2.14140
H 3.74069 2.46378 0.95924
H 3.79278 0.11677 0.36884
H 2.50397 -0.70650 -0.71848
H 2.60002 -0.79001 1.13791
H -2.26820 0.41702 0.68401
H -2.23005 1.88594 -0.44827
H -4.17985 -0.02644 -0.18248
H -3.87347 0.99614 -1.70047
H -3.37981 -0.64788 -1.74190